Entry 1:
Here is a structure of composition C37H34ClNO2RuS6SbSi from the OMol25 dataset. Energies are from ωB97M-V/def2-TZVPD.

Calculated values
- calculated total energy (Eh) = -5109.51183
- largest force on an atom (eV/A) = 5.08
- LUMO energy (alpha / beta) (eV) = -1.935 / -1.630
- gap between HOMO and LUMO (alpha / beta) (eV) = 5.82 / 6.10
- HOMO energy (alpha / beta) (eV) = -7.76 / -7.73
- multiplicity = 2

Cartesian coordinates (Å):
Ru 0.23679 -0.62641 0.04685
C 3.44629 -1.58431 4.94025
Si 3.96719 0.04409 4.09765
C 5.77069 0.34619 4.64375
C 2.83249 1.51409 4.52735
C 3.92199 -0.03981 2.19805
C 4.94679 0.38169 1.36575
C 4.77539 0.43849 -0.01165
C 3.57249 0.01289 -0.54355
N 2.60149 -0.44331 0.23055
C 2.74349 -0.43691 1.56025
S 1.34169 -0.99681 2.39945
H 3.70269 -1.55171 5.99575
H 3.95499 -2.44301 4.51105
H 2.37969 -1.75961 4.85575
H 5.81699 0.36499 5.72775
H 6.18919 1.28299 4.29105
H 6.43049 -0.45081 4.31425
H 2.54059 1.50569 5.57245
H 1.92529 1.47559 3.93095
H 3.31069 2.46949 4.32935
H 5.88899 0.67549 1.80255
H 5.56189 0.79949 -0.65345
H 3.37949 0.01559 -1.60825
C -7.23481 0.41079 -0.49465
C -6.39461 -0.18651 0.42765
C -5.02341 -0.01131 0.34275
C -4.47641 0.75729 -0.67285
C -5.32501 1.37609 -1.57625
C -6.69491 1.19939 -1.49595
Sb -2.35021 1.19769 -0.76135
C -2.07991 0.67189 -2.85105
C -3.00441 -0.06291 -3.58235
C -2.72541 -0.41241 -4.89355
C -1.53821 -0.01671 -5.48445
C -0.62791 0.73509 -4.76605
C -0.89931 1.08229 -3.45515
C -2.01561 -0.85381 -0.02395
C -1.89861 -1.05801 1.36865
C -2.12791 -2.32111 1.90735
C -2.50901 -3.37071 1.08785
C -2.66991 -3.16921 -0.27585
C -2.40731 -1.93031 -0.83155
H -8.30371 0.26579 -0.42885
H -6.80891 -0.78731 1.22425
H -4.38661 -0.48051 1.08355
H -4.91041 2.00209 -2.35295
H -7.34211 1.68729 -2.21015
H -3.94821 -0.35341 -3.13455
H -3.43661 -0.99481 -5.46105
H -1.32421 -0.29321 -6.50435
H 0.29929 1.04949 -5.21845
H -0.17141 1.65369 -2.89775
H -1.71021 -0.21001 2.02795
H -2.03531 -2.47681 2.97265
H -2.69461 -4.34371 1.51175
H -3.01981 -3.98001 -0.89965
H -2.54101 -1.77221 -1.89635
Cl 1.55619 7.98059 -0.57975
C 1.29909 6.28609 -0.38595
C 0.21469 5.68709 -1.00875
C 0.00399 4.33289 -0.83345
C 0.86159 3.58809 -0.03245
C 1.94929 4.19439 0.58045
C 2.17059 5.54979 0.40155
C 0.58619 2.11479 0.06525
O 0.07799 1.62259 1.09405
O 0.81099 1.43999 -0.96735
H -0.44541 6.27099 -1.63085
H -0.83591 3.84549 -1.32015
H 2.62379 3.60709 1.18775
H 3.01869 6.03249 0.86245
C 2.42449 -3.78841 0.20145
S 0.62499 -3.52361 0.34605
C 0.15379 -3.95651 -1.29245
C 0.17269 -3.09151 -2.34105
S 0.70909 -1.47331 -2.32395
S -0.40241 -3.75861 -3.86305
C -0.81251 -5.35041 -3.26335
S -1.47171 -6.51471 -4.19955
S -0.45361 -5.57021 -1.57445
H 2.83909 -3.56681 1.17945
H 2.83799 -3.12491 -0.55295
H 2.58539 -4.83101 -0.05845

***

Entry 2:
Here is a structure of composition C37H34F12IrN4O2S from the OMol25 dataset. Energies are from ωB97M-V/def2-TZVPD.

Calculated values
- calculated total energy (Eh) = -3500.86727
- largest force on an atom (eV/A) = 0.93
- LUMO energy (eV) = 2.067
- gap between HOMO and LUMO (eV) = 5.74
- HOMO energy (eV) = -3.67
- total charge = -1

Cartesian coordinates (Å):
Ir 0.14211 -0.74129 0.34886
C 4.94442 1.50687 -3.65096
C 4.11525 0.56688 -2.81365
C 3.60275 -0.61427 -3.33201
C 2.82197 -1.44508 -2.55232
C 2.51771 -1.14438 -1.21666
N 1.62678 -1.92850 -0.50117
C 1.67384 -3.28904 -0.57172
C 2.88692 -3.96633 -0.83728
C 2.95986 -5.33687 -0.92393
C 1.83322 -6.14195 -0.74692
C 1.91928 -7.64366 -0.82514
C 0.64468 -5.49701 -0.46601
C 0.54126 -4.10734 -0.37170
C -0.95225 -3.29698 1.56476
O -0.24030 -2.28608 1.94586
C -0.72117 -4.52845 2.47825
F -1.42621 -5.61325 2.08978
F -1.09938 -4.24080 3.73274
F 0.56656 -4.88886 2.52471
C -0.80468 -3.58832 0.04073
F -1.12116 -2.33855 -0.57522
F -1.78816 -4.39610 -0.41647
F -2.38081 -3.09404 1.72095
C 3.05058 0.04878 -0.67041
C 3.82571 0.86806 -1.48769
C 2.78554 0.38809 0.81419
O 1.47587 0.42531 1.24157
C 3.60945 -0.60862 1.71491
F 4.79264 -0.94210 1.14847
F 3.91501 -0.06648 2.91632
F 2.94903 -1.72904 1.96132
C 3.27862 1.82464 1.16487
F 2.90287 2.21745 2.38843
F 4.61601 1.98317 1.10318
F 2.73663 2.74213 0.32076
H 5.25216 1.03063 -4.58319
H 5.84822 1.82109 -3.12402
H 4.38930 2.41218 -3.91260
H 3.80262 -0.88118 -4.36555
H 2.40218 -2.35019 -2.97398
H 3.78511 -3.37374 -0.95633
H 3.92358 -5.79967 -1.11767
H 2.34175 -7.97539 -1.77741
H 0.93148 -8.09534 -0.72456
H 2.54990 -8.05157 -0.03026
H -0.24605 -6.09063 -0.29924
H 4.25470 1.77931 -1.09692
N -2.44854 -0.38219 2.77405
C -3.63676 0.10378 2.27268
C -4.73863 0.22238 3.13133
C -5.93704 0.76448 2.70993
C -6.07549 1.21560 1.40428
C -4.99148 1.10557 0.54801
C -3.76901 0.55498 0.93921
C -2.66874 0.48353 -0.05952
C -2.94469 0.18367 -1.35342
C -1.97737 0.29701 -2.41750
C -0.71989 0.70546 -2.16466
C -0.26122 0.89957 -0.80337
C -1.27521 0.77840 0.31518
H -2.53768 -0.91203 3.62636
H -1.80112 -0.83952 2.13756
H -4.63149 -0.12689 4.15265
H -6.76418 0.83661 3.40639
H -7.00660 1.64618 1.05861
H -5.07690 1.47128 -0.46875
H -3.94470 -0.15038 -1.60662
H -2.29790 0.07994 -3.42948
H -0.01218 0.87718 -2.96880
H 0.56316 1.60007 -0.67426
C -3.74356 4.52048 -1.31156
C -2.87814 4.37565 -0.07763
N -1.65306 3.62827 -0.42960
C -0.85072 3.34989 0.69016
S -1.11823 1.99802 1.70606
N 0.15005 4.15808 0.93842
C 0.46433 5.39378 0.23210
C 0.26416 6.61513 1.11614
H -4.65514 5.07025 -1.07503
H -4.03215 3.53668 -1.68664
H -3.20813 5.04599 -2.10336
H -3.43055 3.86101 0.71700
H -2.58379 5.35850 0.30240
H -1.92665 2.73195 -0.83466
H 0.73783 3.89212 1.72006
H -0.16971 5.42194 -0.64966
H 1.50190 5.32204 -0.09729
H -0.77534 6.69959 1.43623
H 0.53171 7.52043 0.57096
H 0.89343 6.56199 2.00635